1.
Computed, not measured: a structure of composition H2KO, with ωB97M-V/def2-TZVPD.

Last column: Mulliken charge in e.
Positions of all 4 atoms, in Å:
K  -1.257440  -1.631685  1.065853  0.996
O  0.347677  0.505430  0.026778  0.049
H  0.490076  -0.189825  -0.615541  0.484
H  0.419687  1.316080  -0.477090  0.471

Atomic forces in eV per Å
-0.8 -0.9 0.7
-0.4 -0.2 1.9
0.8 -1.7 -1.7
0.3 2.7 -1.0

Values from the calculation:
- Spin multiplicity: 2
- Frontier orbital gap (alpha / beta): 21.08 / 12.24 eV
- Charge: +2
- E_tot: -18382.121 eV

---

2.
Computed, not measured: a cluster of 13 separate species, H26O13 in total, with ωB97M-V/def2-TZVPD.

Last column: Mulliken charge in e.
Positions of all 39 atoms, in Å:
O  1.561795  -0.931615  -1.739436  -0.745
H  1.914795  -1.769615  -1.492436  0.300
H  2.387795  -0.495615  -1.887436  0.269
O  -0.933205  -2.736615  -1.384436  -0.629
H  -1.594205  -2.459615  -0.702436  0.314
H  -1.417205  -3.346615  -1.887436  0.273
O  3.668795  1.347385  2.194564  -0.646
H  2.745795  1.119385  2.236564  0.424
H  3.727795  2.161385  2.687564  0.279
O  0.609795  -1.622615  -4.055436  -0.648
H  0.836795  -1.401615  -3.135436  0.430
H  1.296795  -2.144615  -4.402436  0.271
O  -1.605205  -0.198615  -2.435436  -0.597
H  -2.511205  -0.003615  -2.235436  0.272
H  -1.578205  -1.161615  -2.232436  0.273
O  1.080795  0.852385  2.790564  -0.687
H  0.369795  1.459385  2.529564  0.290
H  0.670795  0.280385  3.448564  0.374
O  -2.017205  1.996385  -0.281436  -0.713
H  -1.369205  1.283385  -0.227436  0.291
H  -1.585205  2.721385  -0.739436  0.327
O  0.888795  3.021385  -0.620436  -0.552
H  0.594795  2.176385  -0.232436  0.346
H  1.234795  3.391385  0.148564  0.302
O  0.182795  -2.113615  1.857564  -0.553
H  1.023795  -2.558615  1.821564  0.237
H  -0.333205  -2.880615  1.680564  0.256
O  0.086795  0.371385  0.050564  0.010
H  0.462795  -0.221615  -0.604436  0.146
H  0.484795  -0.073615  0.804564  0.150
O  -0.650205  -0.755615  4.038564  -0.673
H  -1.538205  -0.681615  4.408564  0.331
H  -0.708205  -1.207615  3.182564  0.333
O  -2.153205  -0.174615  1.587564  -0.678
H  -2.468205  0.736385  1.564564  0.363
H  -1.300205  -0.138615  1.189564  0.215
O  -0.358205  2.065385  -2.854436  -0.593
H  -0.828205  2.813385  -2.428436  0.243
H  -0.882205  1.281385  -2.643436  0.396

Atomic forces in eV per Å
0.0 0.1 0.5
-0.2 -1.6 0.6
0.7 1.5 -0.4
-0.1 1.6 2.2
0.9 -0.2 -0.5
-0.9 -1.6 -1.4
1.0 -0.1 -0.5
-0.8 -0.2 0.2
0.1 0.3 0.2
-1.6 0.7 0.3
0.0 0.0 -0.7
1.3 -0.9 -0.6
-0.2 -1.7 0.3
-0.9 0.7 0.2
0.7 0.8 -0.4
-0.2 0.6 -0.7
0.3 -0.2 0.2
-0.4 -0.2 0.4
-0.9 0.2 0.3
0.2 0.1 -0.4
0.2 0.0 0.3
-1.0 -1.2 -0.9
0.0 -0.2 -0.9
1.2 1.7 1.9
0.4 0.2 -0.3
1.2 0.4 0.3
-1.5 -0.8 -0.3
0.4 -0.5 0.7
0.0 0.1 -1.4
0.2 0.4 1.0
0.0 -0.2 0.6
0.2 0.0 -0.3
-0.2 0.1 0.3
-1.4 -0.3 0.8
-0.1 0.0 -0.2
0.9 0.1 -0.7
-0.4 1.1 0.1
0.7 -0.7 -0.6
0.1 -0.1 -0.2

Values from the calculation:
- Frontier orbital gap: 9.44 eV
- Relative energy (zero: lowest compared OMol25 entry of this formula, charge and spin): 2.398 eV
- Charge: 0
- E_tot: -27039.549 eV

---

3.
Computed, not measured: the molecule C5H8N2, with ωB97M-V/def2-TZVPD.

Last column: Mulliken charge in e.
Positions of all 15 atoms, in Å:
C  -0.614762  1.294854  -0.056399  -1.365
C  -0.252968  -0.173271  -0.064255  1.397
C  -1.291525  -1.085796  0.550160  -1.345
N  0.428140  -0.761664  -1.208733  -0.713
C  1.189409  -0.562747  0.030487  -0.360
C  2.206487  0.469246  0.068622  0.100
N  3.015081  1.296873  0.069348  -0.465
H  -0.690804  1.653261  0.976141  0.329
H  -1.584809  1.449673  -0.540786  0.359
H  0.134679  1.908078  -0.564906  0.383
H  -2.106440  -1.239557  -0.165108  0.291
H  -0.873157  -2.067108  0.789707  0.363
H  -1.709754  -0.649487  1.462717  0.344
H  0.682419  -0.056393  -1.896371  0.333
H  1.468005  -1.475961  0.549375  0.350

Atomic forces in eV per Å
0.0 0.0 0.0
-0.1 0.0 0.1
0.0 -0.1 0.1
0.0 0.1 -0.2
0.1 0.0 0.2
0.6 0.6 0.0
-0.7 -0.7 0.0
0.0 -0.1 -0.2
0.1 0.0 0.0
-0.1 -0.1 0.0
0.1 0.1 0.1
0.0 0.1 -0.1
0.1 -0.1 -0.1
0.0 0.0 0.1
0.0 0.1 -0.1

Values from the calculation:
- SMILES: CC1(C)N[C@H]1C#N
- Frontier orbital gap: 10.94 eV
- Relative energy (zero: lowest compared OMol25 entry of this formula, charge and spin): 1.213 eV
- Charge: 0
- E_tot: -8293.783 eV

---

4.
Computed, not measured: the molecule C5H10O, with ωB97M-V/def2-TZVPD.

Last column: Mulliken charge in e.
Positions of all 16 atoms, in Å:
C  2.119923  -0.351228  -0.390215  -1.252
C  0.730915  -0.502299  0.221419  -0.516
C  -0.519720  0.042172  -0.485864  0.203
C  -1.750669  -0.393087  0.681007  -1.210
C  -0.805119  1.504528  -0.460991  -0.111
O  -1.438412  1.952145  0.468095  -0.471
H  2.411691  0.697939  -0.489750  0.323
H  2.854191  -0.840010  0.263776  0.341
H  2.198819  -0.825921  -1.375170  0.336
H  0.524497  -1.573764  0.347945  0.262
H  0.708841  -0.065680  1.221679  0.322
H  -0.409740  -0.260773  -1.581113  0.301
H  -1.808529  0.135901  1.674472  0.312
H  -2.766307  -0.296397  0.281182  0.340
H  -1.487335  -1.407763  0.918196  0.429
H  -0.563043  2.184233  -1.294674  0.392

Atomic forces in eV per Å
0.0 0.1 -0.1
0.1 0.0 0.3
-1.0 -0.1 1.4
0.7 -0.7 -1.2
-0.2 0.6 0.7
0.4 1.5 -0.5
0.0 -0.1 0.0
-0.2 0.1 -0.2
-0.1 0.1 0.1
0.1 0.2 0.0
0.2 -0.1 0.1
-1.2 -0.3 1.4
0.9 -0.1 -1.5
0.4 -0.3 -0.2
-0.4 -0.7 -0.1
0.3 -0.2 -0.2

Values from the calculation:
- SMILES: CC[C@@H](C)C=O
- Frontier orbital gap: 10.51 eV
- Relative energy (zero: lowest compared OMol25 entry of this formula, charge and spin): 1.967 eV
- Charge: 0
- E_tot: -7392.798 eV

---

5.
Computed, not measured: a cluster of 2 separate species, C7H6Cl2S in total, with ωB97M-V/def2-TZVPD.

Last column: Mulliken charge in e.
Positions of all 16 atoms, in Å:
C  -1.301940  2.373026  0.782527  -0.236
C  -0.286961  1.586564  1.246390  -0.657
C  -1.545616  2.181353  -0.520673  -0.567
C  0.167251  0.711660  0.337334  0.802
C  1.646120  -1.229904  -0.286599  -1.121
C  1.115296  -0.336129  0.569299  -0.077
C  0.227332  -3.206912  -0.756278  0.086
S  -0.602228  0.872009  -1.174235  -0.119
Cl  0.726862  -3.992045  -2.177271  -0.055
Cl  -1.345457  -2.547426  -0.949255  -0.032
H  -1.942768  3.165729  1.236681  0.303
H  0.129791  1.612609  2.347836  0.253
H  -2.261999  2.708336  -1.014315  0.506
H  1.596147  -1.262730  -1.366385  0.493
H  2.375394  -2.013363  0.096433  0.225
H  1.302776  -0.622774  1.628510  0.195

Atomic forces in eV per Å
-2.1 2.7 -0.2
1.7 -0.4 4.6
1.3 -2.0 -0.1
0.8 -1.1 -0.6
1.6 -0.7 0.7
0.7 -1.9 0.7
-0.5 -0.4 0.8
-0.7 1.2 -0.1
0.1 -0.1 -0.6
0.0 0.0 -0.1
1.1 -0.9 0.3
-0.9 -0.1 -2.4
-1.7 1.1 -1.8
-0.3 0.6 -0.1
-1.2 1.2 -0.3
0.0 0.8 -0.7

Values from the calculation:
- Frontier orbital gap: 7.07 eV
- Relative energy (zero: lowest compared OMol25 entry of this formula, charge and spin): 1.577 eV
- Charge: 0
- E_tot: -43231.872 eV